[1]
Density functional theory data (ωB97M-V/def2-TZVPD) for 11 unconnected molecules or ions with the total composition C56H130O28S2.

```
216
Properties=species:S:1:pos:R:3
O 0.927 1.428 -7.196
S 0.275 0.971 -5.973
O 0.576 -0.336 -5.380
C 0.577 2.248 -4.746
C -0.711 2.440 -4.019
C -1.878 1.705 -4.633
C -1.505 1.181 -6.027
H 0.807 3.181 -5.261
H 1.436 2.017 -4.116
H -0.605 2.146 -2.975
H -0.943 3.504 -4.057
H -2.839 2.208 -4.526
H -2.145 0.841 -4.025
H -1.750 1.976 -6.732
H -2.026 0.358 -6.517
O 1.281 3.815 2.324
S 1.043 5.170 1.862
O 0.179 6.069 2.622
C 2.625 5.975 1.315
C 2.285 6.601 -0.076
C 1.384 5.547 -0.751
C 0.334 5.105 0.189
H 3.371 5.181 1.274
H 2.886 6.627 2.148
H 1.716 7.523 0.042
H 3.168 6.944 -0.614
H 2.039 4.726 -1.044
H 0.901 5.909 -1.659
H -0.075 4.125 -0.055
H -0.528 5.751 0.026
C -3.540 3.445 -1.607
O -4.474 2.361 -1.517
C -5.141 2.156 -0.260
C -6.199 3.175 0.225
O -7.286 3.389 -0.701
C -8.233 4.392 -0.365
C -9.351 4.431 -1.416
O -10.282 3.395 -1.269
C -11.274 3.141 -2.197
H -3.010 3.560 -0.662
H -4.110 4.370 -1.689
H -2.873 3.317 -2.460
H -4.339 2.159 0.478
H -5.720 1.239 -0.362
H -5.682 4.130 0.326
H -6.584 2.896 1.206
H -7.795 5.383 -0.242
H -8.669 4.057 0.577
H -8.923 4.348 -2.415
H -9.805 5.418 -1.495
H -12.091 2.667 -1.653
H -10.878 2.512 -2.994
H -11.658 4.005 -2.740
C -0.225 -3.789 -2.083
O 0.890 -3.055 -1.846
C 1.155 -2.134 -2.892
C 2.562 -1.512 -2.742
O 3.671 -2.478 -2.692
C 3.988 -3.144 -3.897
C 4.723 -4.456 -3.514
O 3.903 -5.604 -3.381
C 2.861 -5.500 -2.427
H -0.108 -4.536 -2.869
H -1.009 -3.052 -2.255
H -0.570 -4.340 -1.208
H 0.367 -1.398 -3.050
H 1.132 -2.645 -3.854
H 2.741 -0.947 -1.826
H 2.653 -0.768 -3.533
H 4.598 -2.489 -4.518
H 3.151 -3.415 -4.540
H 5.161 -4.427 -2.516
H 5.460 -4.747 -4.262
H 2.062 -4.881 -2.835
H 3.207 -5.071 -1.487
H 2.437 -6.502 -2.359
C 5.465 6.972 4.688
O 4.351 7.266 5.489
C 3.136 6.678 5.176
C 3.175 5.114 5.144
O 3.891 4.621 3.981
C 3.933 3.163 3.916
C 4.985 2.477 4.817
O 4.656 2.723 6.157
C 5.648 2.152 7.065
H 5.798 5.980 4.993
H 6.183 7.720 5.025
H 5.391 7.086 3.607
H 2.732 7.235 4.331
H 2.565 6.854 6.088
H 2.132 4.845 4.978
H 3.526 4.765 6.115
H 4.083 2.842 2.886
H 2.905 2.801 3.952
H 5.970 2.847 4.530
H 4.969 1.395 4.688
H 5.505 2.557 8.067
H 6.630 2.495 6.738
H 5.623 1.064 7.117
C -7.089 -4.075 -4.888
O -5.823 -3.549 -5.370
C -5.784 -2.135 -5.439
C -4.469 -1.590 -6.147
O -3.454 -1.216 -5.200
C -2.692 -2.242 -4.590
C -1.747 -3.013 -5.560
O -2.394 -3.881 -6.428
C -2.998 -5.036 -5.935
H -7.838 -3.595 -5.517
H -7.247 -3.844 -3.835
H -7.136 -5.157 -5.012
H -5.640 -1.721 -4.441
H -6.633 -1.712 -5.976
H -4.642 -0.661 -6.691
H -4.162 -2.267 -6.944
H -3.369 -2.928 -4.082
H -1.967 -1.783 -3.917
H -1.178 -3.633 -4.867
H -1.002 -2.385 -6.048
H -2.326 -5.651 -5.335
H -3.097 -5.740 -6.762
H -3.986 -4.944 -5.486
C 6.632 2.733 0.765
O 7.354 1.822 1.556
C 6.635 0.640 1.804
C 7.432 -0.348 2.716
O 7.452 0.167 4.061
C 8.199 -0.655 5.033
C 7.589 -2.106 5.325
O 6.231 -1.995 5.692
C 5.931 -2.056 7.104
H 7.078 3.721 0.885
H 5.654 2.764 1.246
H 6.642 2.404 -0.273
H 6.461 0.030 0.918
H 5.724 0.889 2.347
H 8.496 -0.439 2.496
H 7.063 -1.373 2.666
H 8.161 -0.076 5.956
H 9.254 -0.800 4.797
H 8.206 -2.537 6.113
H 7.633 -2.707 4.417
H 6.196 -1.161 7.667
H 6.490 -2.892 7.524
H 4.857 -2.204 7.220
C 6.181 -6.701 0.013
O 5.314 -5.680 0.535
C 5.811 -4.324 0.341
C 4.649 -3.343 0.613
O 4.260 -3.269 1.987
C 3.457 -2.128 2.313
C 3.368 -1.966 3.814
O 2.145 -1.299 4.250
C 2.098 0.102 3.977
H 5.921 -7.704 0.349
H 7.202 -6.570 0.372
H 6.280 -6.711 -1.073
H 6.092 -4.180 -0.702
H 6.641 -3.964 0.948
H 3.710 -3.638 0.145
H 4.983 -2.389 0.204
H 2.428 -2.266 1.981
H 3.886 -1.176 2.000
H 4.291 -1.464 4.106
H 3.305 -2.889 4.390
H 2.576 0.664 4.779
H 1.036 0.343 3.931
H 2.451 0.335 2.972
C -3.066 -5.517 4.375
O -2.842 -4.188 3.883
C -3.535 -3.920 2.688
C -2.883 -2.722 1.980
O -2.731 -1.588 2.858
C -1.539 -1.522 3.735
H -2.495 -6.308 3.889
H -4.104 -5.819 4.508
H -2.607 -5.482 5.363
H -4.601 -3.718 2.795
H -3.393 -4.765 2.013
H -3.498 -2.406 1.137
H -1.993 -3.078 1.462
H -1.538 -2.334 4.462
H -1.496 -0.594 4.304
H -0.655 -1.595 3.101
C -6.181 -2.008 -0.670
O -7.160 -2.438 0.244
C -8.219 -1.533 0.439
C -9.202 -1.465 -0.798
O -8.711 -0.888 -2.072
C -8.687 0.532 -2.029
H -6.488 -1.868 -1.707
H -5.389 -2.757 -0.702
H -5.800 -1.061 -0.289
H -7.901 -0.604 0.912
H -8.816 -2.075 1.172
H -10.136 -1.015 -0.460
H -9.529 -2.494 -0.954
H -7.994 0.906 -1.275
H -9.700 0.933 -1.984
H -8.281 0.905 -2.969
C 3.108 1.561 0.341
O 2.060 0.662 0.041
C 0.849 1.244 -0.476
C -0.215 0.139 -0.327
O -1.571 0.616 -0.556
C -2.406 -0.351 -1.104
H 2.858 2.238 1.158
H 3.325 2.102 -0.580
H 3.992 0.998 0.641
H 1.020 1.510 -1.519
H 0.563 2.122 0.104
H -0.236 -0.212 0.705
H -0.025 -0.679 -1.021
H -2.491 -1.223 -0.457
H -1.977 -0.750 -2.024
H -3.412 0.022 -1.294
```

Calculated values
Net charge: 0
SMILES: O=S1(=O)CCCC1.O=S1(=O)CCCC1.COCCOCCOC.COCCOCCOC.COCCOCCOC.COCCOCCOC.COCCOCCOC.COCCOCCOC.COCCOC.COCCOC.COCCOC
LUMO, eV: 0.1
HOMO energy, eV: -9.11

Mulliken population analysis, charges in e, atoms 1 to 6: -0.805 0.986 -0.512 -0.757 0.065 -0.320


[2]
Density functional theory data (ωB97M-V/def2-TZVPD) for 9 unconnected molecules or ions with the total composition C56H132F8N6O18P3S8.

```
231
Properties=species:S:1:pos:R:3
C 1.346 8.397 8.766
C 2.729 7.899 9.078
C 3.312 8.385 10.380
O 3.621 9.710 10.183
C 4.338 10.259 11.259
N 2.713 6.365 9.105
H 3.655 6.049 9.359
H 2.112 6.014 9.869
H 2.344 5.972 8.235
H 0.634 7.848 9.399
H 1.031 8.201 7.741
H 1.210 9.443 9.025
H 3.432 8.046 8.257
H 4.196 7.775 10.632
H 2.587 8.333 11.205
H 3.806 10.168 12.216
H 4.434 11.334 11.116
H 5.348 9.865 11.438
C 2.264 16.390 6.198
C 2.561 14.997 6.701
C 1.514 14.334 7.546
O 2.099 13.090 7.935
C 1.761 12.670 9.231
N 2.728 14.112 5.510
H 3.609 14.340 5.000
H 2.730 13.136 5.830
H 1.945 14.155 4.844
H 1.406 16.344 5.513
H 3.103 16.817 5.648
H 1.991 17.085 6.991
H 3.516 15.003 7.222
H 0.610 14.106 6.970
H 1.252 14.905 8.441
H 0.676 12.767 9.339
H 2.209 13.348 9.970
H 2.107 11.676 9.502
C -2.098 23.814 5.565
C -2.943 23.370 4.369
C -2.753 21.912 3.952
C -1.382 21.674 3.297
P -1.076 19.890 3.018
C -2.304 19.154 1.920
C -2.371 19.774 0.519
C -3.427 19.108 -0.386
C -3.207 17.612 -0.533
C -1.324 19.053 4.589
C -0.627 19.733 5.757
C -0.735 18.965 7.053
C -2.188 18.705 7.442
C 0.593 19.620 2.390
C 0.919 18.137 2.113
C 2.425 17.897 1.859
C 2.832 18.548 0.533
H -1.110 24.128 5.216
H -1.882 23.013 6.280
H -2.526 24.607 6.177
H -2.818 24.044 3.518
H -4.002 23.462 4.647
H -3.439 21.732 3.113
H -3.004 21.208 4.743
H -0.510 22.030 3.849
H -1.415 22.014 2.258
H -3.285 19.058 2.383
H -1.891 18.147 1.827
H -1.387 19.700 0.044
H -2.699 20.819 0.585
H -3.280 19.556 -1.375
H -4.418 19.418 -0.048
H -3.862 17.122 -1.250
H -3.394 17.087 0.412
H -2.159 17.404 -0.766
H -0.957 18.037 4.458
H -2.411 19.016 4.698
H -1.064 20.722 5.915
H 0.383 19.951 5.405
H -0.282 19.520 7.872
H -0.203 18.012 6.969
H -2.760 18.134 6.700
H -2.764 19.640 7.456
H -2.246 18.190 8.398
H 1.297 20.094 3.081
H 0.594 20.136 1.421
H 0.280 17.716 1.338
H 0.716 17.585 3.042
H 2.540 16.814 1.891
H 2.995 18.298 2.699
H 2.187 18.317 -0.316
H 3.810 18.154 0.219
H 2.979 19.621 0.660
C 8.576 7.286 0.366
C 7.159 7.364 0.900
C 6.627 8.788 0.987
C 7.354 9.553 2.087
P 6.679 11.114 2.709
C 8.065 12.235 3.024
C 9.247 11.606 3.780
C 10.290 12.658 4.121
C 11.509 12.063 4.863
C 5.401 11.773 1.633
C 5.791 12.718 0.499
C 4.562 13.188 -0.290
C 4.109 12.115 -1.288
C 5.876 10.721 4.279
C 4.742 9.697 4.111
C 4.092 9.371 5.461
C 3.416 10.564 6.117
H 8.824 6.235 0.212
H 9.343 7.717 1.006
H 8.632 7.761 -0.615
H 7.055 6.797 1.835
H 6.503 6.742 0.279
H 5.584 8.703 1.309
H 6.733 9.311 0.040
H 8.389 9.785 1.810
H 7.502 8.907 2.963
H 7.697 13.117 3.547
H 8.411 12.604 2.049
H 9.704 10.759 3.264
H 8.820 11.280 4.741
H 9.839 13.390 4.804
H 10.581 13.277 3.267
H 11.192 11.254 5.522
H 12.055 12.864 5.345
H 12.112 11.553 4.104
H 4.747 12.333 2.317
H 4.764 10.987 1.217
H 6.474 12.231 -0.212
H 6.362 13.561 0.893
H 4.751 14.135 -0.791
H 3.804 13.358 0.482
H 3.778 11.217 -0.754
H 4.896 11.885 -2.003
H 3.203 12.449 -1.797
H 5.401 11.622 4.661
H 6.668 10.318 4.916
H 5.091 8.784 3.625
H 3.916 10.114 3.524
H 4.857 8.958 6.130
H 3.265 8.675 5.306
H 3.990 11.485 6.029
H 3.088 10.420 7.143
H 2.492 10.741 5.546
C 8.102 19.239 6.272
C 7.177 19.314 7.483
C 7.703 18.737 8.782
C 7.878 17.230 8.748
P 8.280 16.502 10.343
C 8.681 14.754 10.143
C 7.822 13.895 9.241
C 7.990 12.438 9.672
C 7.519 11.395 8.641
C 9.683 17.317 11.135
C 9.993 16.807 12.534
C 11.315 17.409 13.019
C 11.745 17.024 14.434
C 6.803 16.633 11.377
C 5.717 15.575 11.230
C 4.757 15.854 10.062
C 4.183 17.265 9.949
H 9.083 19.720 6.336
H 7.649 19.724 5.407
H 8.257 18.187 5.994
H 6.265 18.780 7.214
H 7.005 20.387 7.557
H 7.047 19.020 9.612
H 8.660 19.223 9.015
H 8.597 16.866 8.003
H 6.970 16.649 8.509
H 8.876 14.303 11.122
H 9.712 14.822 9.759
H 8.240 13.948 8.233
H 6.752 14.067 9.167
H 7.554 12.285 10.662
H 9.070 12.272 9.791
H 6.502 11.062 8.860
H 8.101 10.473 8.762
H 7.733 11.746 7.632
H 9.435 18.382 11.150
H 10.570 17.170 10.511
H 10.181 15.721 12.594
H 9.199 16.923 13.275
H 11.228 18.500 12.900
H 12.130 17.136 12.337
H 10.944 17.080 15.172
H 12.617 17.571 14.786
H 12.071 15.975 14.406
H 6.425 17.655 11.362
H 7.159 16.559 12.415
H 5.134 15.685 12.159
H 5.973 14.521 11.360
H 3.881 15.221 10.260
H 5.229 15.543 9.122
H 3.703 17.600 10.867
H 3.567 17.302 9.051
H 4.956 18.023 9.746
N 1.390 14.376 14.856
S 1.429 15.198 13.421
O 0.918 14.602 12.232
O 2.412 16.202 13.299
F 0.157 16.109 13.751
S 1.944 12.992 14.318
O 3.324 12.965 13.922
O 1.053 12.140 13.609
F 2.066 12.231 15.726
N 0.097 14.060 4.364
S 0.321 13.169 2.994
O -0.729 13.046 2.058
O 1.079 11.974 3.178
F 1.353 14.226 2.385
S -1.500 14.142 4.431
O -2.165 12.927 4.661
O -2.163 15.099 3.604
F -1.534 14.906 5.844
N 5.415 14.298 4.227
S 6.488 14.890 5.399
O 5.906 15.725 6.382
O 7.841 15.093 5.023
F 6.558 13.448 6.104
S 5.478 15.529 3.218
O 6.598 15.409 2.341
O 5.141 16.822 3.676
F 4.299 15.049 2.248
N 2.508 21.390 5.152
S 3.177 20.565 6.324
O 2.292 19.961 7.262
O 4.484 20.937 6.720
F 3.589 19.270 5.388
S 1.933 22.675 6.027
O 2.761 23.422 6.867
O 0.589 22.418 6.409
F 1.756 23.675 4.805
```

Calculated values
Relative energy (zero: lowest compared OMol25 entry of this formula, charge and spin), kJ/mol: 0.00
Net charge: +1
LUMO, eV: -3.6
HOMO energy, eV: -10.14

Mulliken population analysis, charges in e, atoms 1 to 6: -1.461 0.917 -0.999 -0.049 -0.910 -0.201


Number 1: calculated total energy -139161.560 eV. Number 2: calculated total energy -242288.534 eV.